C19H49N4O8 | ωB97M-V/def2-TZVPD

Results
LUMO level	-3.3	eV
energy relative to the best compared isomer or geometry (same formula, charge and spin)	2.876	eV
HOMO-LUMO gap	8.1868	eV

Structure (ORCA input):
```
! RIJCOSX wB97M-V def2-TZVPD def2/J DEFGRID3
* xyz 1 1
C -2.02 2.46 -2.76
C -1.31 1.07 -3.20
O -0.52 1.06 -4.15
O -1.69 -0.09 -2.47
C -0.52 -0.70 -1.82
C -1.04 -1.36 -0.46
C -0.31 -0.84 0.86
C -0.29 0.75 0.82
N 1.03 1.32 0.85
C 0.68 2.74 0.75
N 1.72 3.60 0.72
N -0.73 2.95 0.67
N -1.33 1.72 0.70
H -1.47 2.90 -1.87
H -3.12 2.23 -2.52
H -2.03 3.19 -3.65
H 0.36 0.00 -1.71
H -0.16 -1.57 -2.50
H -2.16 -1.10 -0.35
H -0.95 -2.49 -0.54
H 0.79 -1.20 0.85
H -0.79 -1.24 1.82
H 2.47 3.54 1.43
H 1.79 4.25 -0.07
H -1.19 3.87 0.57
H -2.34 1.51 0.64
C 4.13 1.98 -2.05
C 3.89 0.50 -1.85
O 4.36 0.09 -0.58
H 5.20 2.21 -1.96
H 3.78 2.31 -3.03
H 3.62 2.56 -1.27
H 4.42 -0.08 -2.61
H 2.82 0.27 -1.93
H 3.88 0.60 0.09
C -6.66 2.80 0.20
C -5.16 2.83 0.01
O -4.64 1.50 0.03
H -6.92 2.33 1.15
H -7.07 3.82 0.19
H -7.15 2.22 -0.59
H -4.68 3.39 0.81
H -4.90 3.29 -0.95
H -5.06 1.01 -0.69
C 7.75 -0.29 -2.55
C 7.50 -1.77 -2.36
O 7.96 -2.18 -1.08
H 8.82 -0.06 -2.46
H 7.40 0.05 -3.53
H 7.24 0.30 -1.78
H 8.03 -2.35 -3.12
H 6.43 -2.00 -2.43
H 7.48 -1.67 -0.42
C 4.04 -3.92 2.43
C 2.56 -3.60 2.47
O 2.11 -3.17 1.18
H 4.61 -3.04 2.12
H 4.39 -4.24 3.41
H 4.25 -4.71 1.71
H 2.36 -2.79 3.18
H 1.98 -4.48 2.77
H 2.29 -3.89 0.56
C -4.96 -3.19 -1.51
C -5.97 -2.18 -1.00
O -5.96 -1.02 -1.83
H -3.96 -2.76 -1.52
H -4.95 -4.08 -0.89
H -5.19 -3.48 -2.54
H -5.72 -1.87 0.01
H -6.98 -2.60 -1.00
H -6.19 -1.29 -2.72
C -2.65 0.33 5.26
C -1.13 0.40 5.27
O -0.63 0.41 3.94
H -2.99 -0.57 4.74
H -3.04 0.31 6.28
H -3.07 1.19 4.74
H -0.72 -0.47 5.78
H -0.79 1.30 5.79
H -1.00 1.19 3.50
*
```

Löwdin population analysis, charges in e, atoms 1 to 4: C 0.010; C -0.421; O 0.085; O -0.078